A.
DFT (ωB97M-V/def2-TZVPD) results for a single C6H8O2 molecule.

Results
**Orbital gap**: 0.333 Eh
**LUMO level**: 0.81 eV
**SMILES**: C/C=C1\OC=C[C@@H]1O

Geometry as XYZ:
```
16
Properties=species:S:1:pos:R:3:mulliken_charge:R:1
C -1.925 -0.753 1.779 -1.05
C -1.443 -0.686 0.443 -0.09
C -0.222 -0.287 0.125 0.28
O 0.535 0.140 1.135 -0.41
C 1.796 0.473 0.547 -0.18
C 1.722 0.459 -0.850 -0.66
C 0.374 -0.136 -1.223 0.15
O -0.396 0.733 -2.066 -0.58
H -1.107 -0.806 2.615 0.26
H -2.358 -1.719 1.941 0.35
H -2.709 0.070 2.062 0.21
H -2.111 -1.111 -0.349 0.30
H 2.635 0.827 1.219 0.37
H 2.594 0.668 -1.499 0.32
H 0.461 -1.107 -1.679 0.34
H -0.323 1.763 -1.782 0.38
```

---

B.
DFT (ωB97M-V/def2-TZVPD) results for C6H8O2 as an isolated structure.

Results
**Orbital gap**: 0.309 Eh
**LUMO level**: -1.27 eV

Geometry as XYZ:
```
16
Properties=species:S:1:pos:R:3:mulliken_charge:R:1
C -1.267 -0.274 0.336 0.49
C -0.866 -1.097 -0.790 -0.74
C 0.739 -0.836 -0.784 -0.25
C 1.223 -1.145 0.778 -0.83
C 0.067 0.016 0.875 -0.68
C 0.849 0.557 -0.239 0.49
H -0.854 2.266 0.745 0.35
H -1.787 -0.906 1.010 0.35
H -1.403 -0.557 -1.758 0.30
H -1.416 -2.131 -0.563 0.29
H 1.369 -1.389 -1.528 0.46
H 2.206 -0.771 1.102 0.37
H 0.699 -1.949 1.380 0.32
H -0.146 0.630 1.715 0.37
O -1.853 1.068 0.007 -0.64
O 1.460 1.617 -0.402 -0.66
```

---

Q: Which of them is the most stable? A: A.

---

A.
DFT (ωB97M-V/def2-TZVPD) results for a single C6H8O2 molecule.

Results
**Orbital gap**: 0.385 Eh
**LUMO level**: 0.99 eV
**SMILES**: C1[C@@H]2O[C@H]2C[C@H]2O[C@@H]12

Geometry as XYZ:
```
16
Properties=species:S:1:pos:R:3:mulliken_charge:R:1
C -0.164 -1.556 -0.169 -0.51
C -0.972 -0.644 0.638 -0.43
O -2.332 -0.169 0.309 -0.53
C -1.084 0.550 -0.063 0.24
C -0.196 1.607 0.034 -0.57
C 1.133 0.718 -0.112 -0.05
O 1.375 -0.146 0.996 -0.43
C 1.139 -0.851 -0.238 -0.04
H -0.187 -2.560 0.373 0.28
H -0.553 -2.013 -1.239 0.26
H -0.687 -0.358 1.534 0.37
H -1.363 0.625 -1.143 0.15
H -0.455 2.422 -0.836 0.27
H 0.021 2.392 1.001 0.25
H 2.183 1.091 -0.330 0.37
H 2.142 -1.108 -0.756 0.36
```

---

B.
DFT (ωB97M-V/def2-TZVPD) results for a single C6H8O2 molecule.

Results
**Orbital gap**: 0.311 Eh
**LUMO level**: 0.74 eV
**SMILES**: CC#CC/C(O)=C/O

Geometry as XYZ:
```
16
Properties=species:S:1:pos:R:3:mulliken_charge:R:1
C -2.703 -0.776 0.410 -1.25
C -1.535 -0.185 -0.226 0.36
C -0.746 0.201 -1.065 -0.18
C 0.585 0.681 -1.423 -0.40
C 1.496 0.530 -0.230 0.31
O 2.612 1.317 -0.173 -0.53
C 1.142 -0.285 0.789 -0.29
O 1.864 -0.290 1.966 -0.50
H -2.959 -0.219 1.310 0.32
H -2.511 -1.817 0.668 0.27
H -3.560 -0.746 -0.262 0.30
H 0.515 1.736 -1.709 0.36
H 0.987 0.117 -2.274 0.26
H 2.552 2.020 -0.830 0.31
H 0.555 -1.171 0.607 0.32
H 1.707 -1.114 2.442 0.35
```

---

C.
DFT (ωB97M-V/def2-TZVPD) results for C6H8O2 as an isolated structure.

Results
**Orbital gap**: 0.373 Eh
**LUMO level**: 0.84 eV

Geometry as XYZ:
```
16
Properties=species:S:1:pos:R:3:mulliken_charge:R:1
C -0.285 -0.583 -0.152 0.46
C -1.747 -0.280 -0.540 -0.43
C -0.131 0.914 -0.234 0.03
C 1.207 1.171 0.367 -0.74
C 1.960 0.143 -0.022 -0.21
C 1.096 -0.986 -0.747 -0.73
H -0.518 -1.918 1.260 0.33
H -1.952 -0.168 -1.599 0.26
H -2.533 -0.916 -0.086 0.31
H -0.017 1.229 -1.289 0.29
H 1.548 1.997 1.001 0.39
H 3.071 0.023 -0.001 0.37
H 1.115 -0.803 -1.840 0.27
H 1.429 -2.029 -0.572 0.35
O -0.307 -0.958 1.226 -0.49
O -1.536 0.996 0.161 -0.47
```

---

Q: Which of them is the most stable? A: B.

---

A.
DFT (ωB97M-V/def2-TZVPD) results for C6H8O2 as an isolated structure.

Results
**Orbital gap**: 0.359 Eh
**LUMO level**: 0.55 eV

Geometry as XYZ:
```
16
Properties=species:S:1:pos:R:3:mulliken_charge:R:1
C 1.412 2.084 -0.268 -0.96
C 1.103 0.641 -0.122 0.19
C 1.166 -0.596 -0.124 0.32
C 2.191 -1.619 0.204 -1.10
C 0.053 0.083 0.482 -0.10
C -1.502 -0.110 -0.012 0.56
H 1.699 2.360 0.982 0.24
H 0.487 3.126 -0.540 0.28
H 2.407 2.277 -0.884 0.28
H 3.030 -1.542 -0.484 0.35
H 2.497 -1.754 1.380 0.25
H 1.990 -2.890 -0.057 0.26
H -0.036 0.059 1.694 0.14
H -3.460 0.184 -0.038 0.40
O -2.651 0.173 0.750 -0.51
O -1.743 -0.763 -1.126 -0.61
```

---

B.
DFT (ωB97M-V/def2-TZVPD) results for C6H8O2 as an isolated structure.

Results
**Orbital gap**: 0.371 Eh
**LUMO level**: 0.73 eV

Geometry as XYZ:
```
16
Properties=species:S:1:pos:R:3:mulliken_charge:R:1
C 0.568 1.096 -0.302 0.18
C 0.439 0.087 -1.386 -0.79
C -0.600 -0.907 -0.765 -0.36
C -1.702 0.144 -0.484 -0.56
C -0.621 0.761 0.423 -0.42
C -0.220 -0.738 0.666 0.50
H 1.905 1.381 1.216 0.33
H 0.614 2.070 -0.873 0.32
H 1.413 -0.401 -1.601 0.35
H 0.115 0.407 -2.558 0.26
H -0.666 -1.878 -1.225 0.46
H -2.488 -0.164 0.332 0.30
H -2.143 0.552 -1.439 0.30
H -1.144 1.510 1.168 0.34
O 1.776 0.732 0.419 -0.58
O 0.125 -1.499 1.589 -0.64
```

---

Q: Which of them is the most stable? A: B.

---

A.
DFT (ωB97M-V/def2-TZVPD) results for a single C10H8O2 molecule.

Results
**Orbital gap**: 0.313 Eh
**LUMO level**: 0.41 eV
**SMILES**: Oc1ccc2ccc(O)cc2c1

Geometry as XYZ:
```
20
Properties=species:S:1:pos:R:3:mulliken_charge:R:1
O -1.636 -2.631 2.126 -0.58
C -1.148 -1.779 1.217 0.74
C -0.870 -2.464 -0.051 -0.52
C -0.284 -1.753 -1.035 -0.43
C 0.009 -0.437 -0.823 0.88
C 0.826 0.099 -1.851 -0.79
C 1.301 1.373 -1.662 -0.67
C 1.035 2.206 -0.440 0.54
O 1.429 3.628 -0.459 -0.52
C 0.117 1.683 0.504 -0.79
C -0.220 0.347 0.355 0.52
C -0.642 -0.496 1.490 -0.89
H -1.453 -2.046 3.112 0.40
H -0.933 -3.553 -0.105 0.36
H 0.151 -2.577 -1.724 0.13
H 1.274 -0.589 -2.527 0.34
H 1.843 1.721 -2.425 0.49
H 1.080 3.994 0.407 0.30
H -0.028 2.320 1.380 0.23
H -1.022 0.078 2.323 0.27
```

---

B.
DFT (ωB97M-V/def2-TZVPD) results for a single C10H8O2 molecule.

Results
**Orbital gap**: 0.350 Eh
**LUMO level**: 0.80 eV
**SMILES**: O=CCc1coc2ccccc12

Geometry as XYZ:
```
20
Properties=species:S:1:pos:R:3:mulliken_charge:R:1
O -0.592 1.121 -4.032 -0.49
C -0.474 0.918 -2.839 0.10
C -1.043 -0.292 -2.122 -0.79
C -0.165 -0.750 -1.021 0.18
C 0.870 -1.643 -1.056 -0.46
O 1.570 -1.723 0.134 -0.41
C 0.947 -0.803 0.963 0.05
C 1.277 -0.523 2.292 -0.94
C 0.550 0.466 2.911 -0.36
C -0.458 1.178 2.245 -0.69
C -0.807 0.836 0.950 -0.30
C -0.100 -0.157 0.301 1.10
H 0.064 1.635 -2.192 0.38
H -1.165 -1.079 -2.858 0.35
H -2.072 -0.074 -1.780 0.36
H 1.297 -2.239 -1.834 0.48
H 2.080 -1.037 2.791 0.41
H 0.783 0.793 3.920 0.35
H -0.987 1.952 2.802 0.36
H -1.577 1.420 0.425 0.33
```

---

Q: Which of them is the most stable? A: B.

---

A.
DFT (ωB97M-V/def2-TZVPD) results for an isolated ion of composition C4H8P and charge +1.

Results
**Orbital gap (spin up / spin down)**: 0.256 / 0.289 Eh
**LUMO level (spin up / spin down)**: -7.29 / -7.27 eV
**Net charge**: +1

Geometry as XYZ:
```
13
Properties=species:S:1:pos:R:3:mulliken_charge:R:1
C 0.576 1.050 -0.512 -0.09
C -2.682 0.461 -0.290 -0.42
C 1.869 0.405 -0.264 -1.04
C -0.648 -1.318 0.649 -1.21
P -0.976 0.340 -0.133 0.76
H 0.456 1.985 -1.144 0.35
H -3.259 1.334 -0.401 0.36
H 2.670 1.009 -0.791 0.30
H 1.937 -0.654 -0.473 0.37
H 2.167 0.379 0.779 0.37
H -0.630 -2.123 -0.057 0.42
H -1.511 -1.576 1.142 0.42
H 0.032 -1.291 1.495 0.41
```

---

B.
DFT (ωB97M-V/def2-TZVPD) results for a 2-piece molecular cluster, C4H8P overall.

Results
**Orbital gap**: 0.315 Eh
**LUMO level**: -5.47 eV
**Net charge**: +1

Geometry as XYZ:
```
13
Properties=species:S:1:pos:R:3:mulliken_charge:R:1
C -1.682 -1.196 -0.057 -0.26
C -1.212 -1.088 1.185 -0.18
C -0.541 1.789 -0.294 -0.86
C 2.259 -0.781 -0.294 -0.84
P -0.211 0.018 0.114 0.26
H -2.522 -1.398 -0.689 0.40
H -1.190 -1.506 2.229 0.36
H -1.205 1.835 -1.240 0.32
H 0.356 2.261 -0.641 0.33
H -1.015 2.212 0.620 0.34
H 2.412 -0.493 0.715 0.42
H 2.647 0.012 -0.853 0.34
H 1.905 -1.665 -0.797 0.38
```

---

Q: Which of them is the most stable? A: B.

---

A.
DFT (ωB97M-V/def2-TZVPD) results for a 2-piece molecular cluster, C3H10S overall.

Results
**Orbital gap**: 0.364 Eh
**LUMO level**: 0.91 eV
**SMILES**: CC.CS

Geometry as XYZ:
```
14
Properties=species:S:1:pos:R:3:mulliken_charge:R:1
C 0.024 1.631 -0.459 -0.57
C 1.195 2.482 0.114 -0.93
H -0.320 1.011 0.370 0.16
H -0.775 2.333 -0.678 0.28
H 0.353 1.001 -1.385 0.21
H 0.959 2.733 1.148 0.29
H 1.392 3.404 -0.438 0.28
H 2.164 1.957 0.393 0.29
C -1.086 -2.598 -0.173 -0.79
S 0.499 -3.077 0.456 -0.18
H -1.481 -1.800 0.471 0.26
H -1.835 -3.349 -0.176 0.35
H -1.035 -2.013 -1.176 0.25
H -0.055 -3.716 1.532 0.11
```

---

B.
DFT (ωB97M-V/def2-TZVPD) results for a 2-piece molecular cluster, C3H10S overall.

Results
**Orbital gap**: 0.393 Eh
**LUMO level**: 1.01 eV
**SMILES**: CCC.S

Geometry as XYZ:
```
14
Properties=species:S:1:pos:R:3:mulliken_charge:R:1
C -0.622 0.540 -1.248 -0.93
C 0.758 0.965 -0.676 -0.11
C 0.948 0.431 0.749 -1.29
H -1.239 0.144 -0.445 0.20
H -0.482 -0.249 -1.997 0.29
H -1.053 1.320 -1.874 0.29
H 0.954 2.039 -0.677 0.34
H 1.505 0.436 -1.272 0.20
H 1.918 0.681 1.184 0.35
H 0.202 0.598 1.525 0.47
H 1.058 -0.664 0.685 0.27
S -1.243 -2.517 1.769 -0.25
H -0.412 -1.596 1.259 0.01
H -2.293 -2.127 1.019 0.15
```

---

Q: Which of them is the most stable? A: B.